Record 1
C19H20N4OS | ωB97M-V with the def2-TZVPD basis set

CARTESIAN COORDINATES (ANGSTROEM)
C (0.1843, 0.1691, 3.7715)
C (-1.2973, 0.4498, 3.2022)
C (-1.6283, -0.5156, 2.0078)
O (-2.9418, -0.3427, 1.3951)
C (-3.7155, 0.6565, 1.9855)
C (-3.6294, 2.0151, 1.4377)
C (-4.4272, 3.1504, 2.0729)
C (-5.2724, 2.8323, 3.2264)
C (-5.3938, 1.4392, 3.7713)
N (-6.1351, 0.9441, 4.8353)
S (-5.8344, -0.7053, 4.9198)
N (-4.7127, -0.9803, 3.6784)
C (-4.5926, 0.2919, 3.1560)
H (0.1692, 0.5749, 4.8287)
H (0.4537, -0.9201, 3.7654)
H (0.9165, 0.7868, 3.1726)
H (-1.2879, 1.5453, 2.9184)
H (-1.9824, 0.2522, 4.0836)
H (-1.5838, -1.5954, 2.3582)
H (-0.8694, -0.4080, 1.1713)
H (-2.9373, 2.1890, 0.5729)
H (-4.3476, 4.1852, 1.6476)
H (-5.8409, 3.6680, 3.7028)
N (1.2144, -1.8005, -0.8851)
C (0.3836, -2.8211, -1.1470)
C (-0.1443, -3.0822, -2.4004)
C (0.1995, -2.2405, -3.4465)
C (1.0541, -1.1778, -3.2042)
C (1.5326, -1.0031, -1.9142)
H (0.1405, -3.4500, -0.2968)
H (-0.8086, -3.9230, -2.5541)
H (-0.1950, -2.4120, -4.4416)
H (1.3440, -0.5011, -3.9961)
H (2.2064, -0.1896, -1.6761)
N (3.8627, 0.0933, -3.5182)
C (4.6600, -0.9633, -3.7134)
C (6.0218, -0.8693, -3.9520)
C (6.5940, 0.3920, -3.9955)
C (5.7899, 1.5033, -3.7982)
C (4.4395, 1.3007, -3.5631)
H (4.1656, -1.9289, -3.6732)
H (6.6183, -1.7601, -4.1003)
H (7.6556, 0.5078, -4.1808)
H (6.2013, 2.5040, -3.8255)
H (3.7702, 2.1393, -3.3992)

lowest unoccupied orbital energy: -0.8404 eV
highest occupied orbital energy: -8.472 eV
HOMO-LUMO gap: 7.63 eV
energy relative to the best compared isomer or geometry (same formula, charge and spin): 4.456 eV
multiplicity: 1

Results of the Löwdin charge analysis, in e, for atoms 1 through 4: -0.11 -0.23 -0.18 -0.11



Record 2
C19H20N4RuSe2Te2 | ωB97M-V with the def2-TZVPD basis set

CARTESIAN COORDINATES (ANGSTROEM)
Ru (-0.3953, 0.5626, 0.3935)
C (0.4051, -1.1372, -2.2899)
C (1.2757, 0.0555, -2.6969)
C (0.6055, 1.3970, -2.5545)
C (0.1842, 2.1048, -3.6762)
C (-0.3031, 3.3940, -3.5376)
C (-0.3248, 3.9543, -2.2680)
C (0.0927, 3.1803, -1.2009)
N (0.5077, 1.9185, -1.3263)
N (0.4111, -1.4152, -0.8522)
C (1.7331, -1.8443, -0.3900)
C (2.5832, -0.7591, 0.2264)
C (3.9419, -0.9910, 0.4275)
C (4.7133, -0.0152, 1.0333)
C (4.1061, 1.1783, 1.4052)
C (2.7461, 1.3218, 1.1854)
N (2.0057, 0.3732, 0.6185)
C (-0.5989, -2.4285, -0.5484)
C (-2.0130, -1.9203, -0.6562)
C (-3.0671, -2.8256, -0.7065)
C (-4.3602, -2.3479, -0.8120)
C (-4.5592, -0.9772, -0.8895)
C (-3.4574, -0.1447, -0.8198)
N (-2.2094, -0.5995, -0.6955)
H (0.7475, -2.0336, -2.8298)
H (-0.6241, -0.9377, -2.5940)
H (1.5713, -0.0765, -3.7373)
H (2.1804, 0.0621, -2.0899)
H (0.2641, 1.6576, -4.6551)
H (-0.6351, 3.9552, -4.3991)
H (-0.6446, 4.9687, -2.0990)
H (0.1342, 3.5990, -0.1989)
H (2.2958, -2.3070, -1.2115)
H (1.6104, -2.6015, 0.3921)
H (4.3794, -1.9326, 0.1322)
H (5.7661, -0.1783, 1.2159)
H (4.6736, 1.9703, 1.8703)
H (2.2255, 2.2316, 1.4708)
H (-0.4674, -2.7541, 0.4921)
H (-0.4945, -3.3095, -1.2030)
H (-2.8736, -3.8865, -0.6589)
H (-5.1940, -3.0297, -0.8493)
H (-5.5539, -0.5734, -0.9801)
H (-3.5758, 0.9307, -0.8899)
Se (-0.2429, -0.9057, 2.6549)
Te (-1.2081, 0.3308, 4.5318)
Te (-3.1001, 1.8758, 3.3074)
Se (-1.9476, 2.4411, 1.2189)

lowest unoccupied orbital energy (alpha / beta): -3.2438 / -4.7306 eV
highest occupied orbital energy (alpha / beta): -9.733 / -9.514 eV
HOMO-LUMO gap (alpha / beta): 6.49 / 4.78 eV
multiplicity: 2
net charge: +1

Results of the Löwdin charge analysis, in e, for atoms 1 through 4: 0.63 -0.17 -0.09 -0.27



- What is the multiplicity in the first record?
  1



- Among the records above, which one has the lowest multiplicity?
  C19H20N4OS



- Which of these has the lowest multiplicity?
  C19H20N4OS



- Among the records above, which one has the highest multiplicity?
  C19H20N4RuSe2Te2